# C26H59N4O10S8

A cluster of 7 separate species, C26H59N4O10S8 in total at a distorted geometry (the ωB97M-V functional and the def2-TZVPD basis, the OMol25 dataset).

ORCA input file:
```
! RIJCOSX wB97M-V def2-TZVPD def2/J DEFGRID3
* xyz 1 1
C 0.0695 -1.5292 4.9791
C -1.0811 -0.9165 4.7110
C -2.2542 -1.7576 4.4672
N -3.0373 -2.2043 5.3416
N -3.9797 -2.9662 4.7175
C -3.7129 -2.9388 3.4328
C -4.4440 -3.6452 2.3174
C -3.5124 -4.7738 1.7280
C -4.1469 -6.1614 1.6704
N -3.1287 -7.1740 1.2857
N -2.6699 -2.1866 3.1919
S -2.0988 -1.9023 1.5820
C -0.4220 -1.3180 1.7203
C 0.5542 -2.4753 1.7329
O 0.5321 -3.3470 2.5563
O 1.5025 -2.4233 0.7594
C 1.4442 -3.4946 -0.1882
C 1.0752 -2.9980 -1.5862
C 2.2317 -2.1270 -2.0904
O -0.1302 -2.2042 -1.5000
C -1.0218 -2.4158 -2.4940
O -0.7799 -2.8571 -3.5828
C -2.4329 -1.9925 -2.1378
S -3.5997 -3.3446 -2.4390
H 0.0054 -2.4754 5.5018
H 1.0274 -1.1474 4.6557
H -1.1384 0.1635 4.6566
H -4.7480 -3.4499 5.1534
H -4.5746 -2.8733 1.5592
H -5.4102 -4.0092 2.6517
H -3.1230 -4.4356 0.7721
H -2.6461 -4.8408 2.3948
H -4.5017 -6.4543 2.6574
H -4.9544 -6.1638 0.9398
H -2.3005 -6.6752 0.9719
H -2.8258 -7.6128 2.1518
H -0.2358 -0.6222 2.5227
H -0.2358 -0.7618 0.8073
H 0.8005 -4.3138 0.1329
H 2.4484 -3.9041 -0.2889
H 0.9565 -3.8899 -2.1963
H 2.8300 -1.7339 -1.2719
H 1.8672 -1.2723 -2.6515
H 2.8807 -2.6937 -2.7529
H -2.4636 -1.6239 -1.1197
H -2.6851 -1.1458 -2.7721
H -4.2947 -3.3619 -1.2888
C 0.8811 3.8821 1.9567
S 0.5162 2.4798 0.9080
O 0.1758 1.3178 1.8050
C 2.1911 2.2264 0.3337
H -0.0359 4.1889 2.4568
H 1.6263 3.5979 2.7001
H 1.2515 4.7054 1.3447
H 2.8499 2.0500 1.1840
H 2.5175 3.1066 -0.2215
H 2.2025 1.3553 -0.3213
C -2.3480 6.3356 -0.8125
S -2.5493 6.7805 0.9175
O -1.1926 6.7997 1.5263
C -3.3334 5.2417 1.4185
H -1.8326 7.1538 -1.3110
H -1.7539 5.4240 -0.8910
H -3.3284 6.1917 -1.2667
H -2.6743 4.4019 1.1924
H -4.2834 5.1311 0.8956
H -3.5116 5.2904 2.4908
C 2.3011 -1.1459 -7.9874
S 2.1774 -0.6768 -6.2570
O 3.5607 -0.6179 -5.7137
C 1.4525 -2.2159 -5.6859
H 2.7742 -0.3270 -8.5252
H 2.9088 -2.0457 -8.0807
H 1.3023 -1.3170 -8.3890
H 2.1140 -3.0492 -5.9270
H 0.4787 -2.3573 -6.1537
H 1.3257 -2.1515 -4.6149
C -1.1316 -6.0693 6.6296
S -1.9711 -6.1410 5.0428
O -2.8745 -7.3202 5.0667
C -0.4982 -6.5901 4.1142
H -1.8702 -5.8365 7.3942
H -0.6741 -7.0346 6.8430
H -0.3741 -5.2857 6.6041
H -0.0808 -7.5127 4.5167
H 0.2311 -5.7814 4.1760
H -0.7827 -6.7409 3.0746
C 2.4493 7.7424 -0.9077
S 3.6976 6.4577 -0.8798
O 3.0587 5.2339 -0.3012
C 4.7049 7.1871 0.4145
H 1.6924 7.4593 -1.6348
H 1.9978 7.8359 0.0812
H 2.9083 8.6815 -1.2123
H 4.1077 7.3173 1.3173
H 5.0909 8.1463 0.0713
H 5.5339 6.5121 0.6176
C 4.4854 7.0075 -6.1220
S 2.8877 7.2578 -5.3403
O 3.1202 8.0653 -4.1115
C 2.6627 5.5521 -4.8173
H 4.8353 7.9710 -6.4860
H 5.1926 6.6105 -5.3937
H 4.3748 6.3192 -6.9598
H 3.4902 5.2515 -4.1739
H 2.6088 4.9071 -5.6942
H 1.7278 5.4912 -4.2632
*
```

Computed properties:
E_LUMO = -0.081 hartree
Relative energy (zero: lowest compared OMol25 entry of this formula, charge and spin) = 0.0 kJ/mol

***

# C20H22N2O4S

An isolated molecule of C20H22N2O4S (the ωB97M-V functional and the def2-TZVPD basis, the OMol25 dataset).

ORCA input file:
```
! RIJCOSX wB97M-V def2-TZVPD def2/J DEFGRID3
* xyz 0 1
C -1.0521 -4.2565 -3.1759
C -0.3688 -3.0149 -2.6179
C -0.0536 -3.1723 -1.1280
N 0.6689 -2.0252 -0.6259
C 0.4134 -1.3235 0.5050
C 1.4528 -0.8454 1.2762
N 2.8054 -1.0461 0.9156
S 3.3551 -0.0895 -0.3795
O 2.9801 -0.7744 -1.5888
O 4.7444 0.1590 -0.1576
C 2.3564 1.3729 -0.1715
C 2.7300 2.3048 0.7733
C 1.8257 3.2941 1.1186
C 0.5542 3.3328 0.5585
C -0.4275 4.3747 0.9945
C 0.1923 2.3840 -0.4068
C -1.1746 2.3898 -1.0167
C 1.1110 1.4088 -0.7671
C 1.2539 -0.1086 2.4965
O 2.1623 0.2952 3.1952
O -0.0294 0.1016 2.9060
C -1.0750 -0.2222 2.1121
C -2.3301 0.2064 2.5420
C -3.4412 -0.0116 1.7579
C -3.3003 -0.6319 0.5219
C -2.0655 -1.0727 0.1012
C -0.9258 -0.9188 0.9013
H -1.2649 -4.1302 -4.2341
H -0.4137 -5.1286 -3.0570
H -1.9895 -4.4458 -2.6568
H -1.0082 -2.1428 -2.7712
H 0.5661 -2.8315 -3.1496
H 0.5707 -4.0662 -0.9986
H -0.9652 -3.3246 -0.5475
H 1.6411 -1.9892 -0.9171
H 3.3933 -0.8409 1.7191
H 3.7040 2.2384 1.2297
H 2.1016 4.0295 1.8590
H -1.3204 3.9049 1.4055
H 0.0062 5.0200 1.7530
H -0.7363 4.9887 0.1493
H -1.3809 3.3475 -1.4921
H -1.2630 1.6039 -1.7613
H -1.9328 2.2270 -0.2508
H 0.8705 0.6598 -1.5060
H -2.3952 0.7203 3.4877
H -4.4117 0.3215 2.0920
H -4.1610 -0.7625 -0.1160
H -1.9723 -1.5096 -0.8771
*
```

Computed properties:
E_LUMO = 0.000 hartree
Relative energy (zero: lowest compared OMol25 entry of this formula, charge and spin) = 164.1 kJ/mol

***

no.,HOMO level (hartree)
1,-0.380
2,-0.304